Formula: C2H3IOS
Source: the OMol25 dataset
Level of theory: ωB97M-V/def2-TZVPD

Output
ΔE to the lowest compared entry with this formula, charge and spin = 234.32 kJ/mol
SMILES string = OC=C=S.I
Gap between HOMO and LUMO = 7.93 eV
2S+1 = 1
E_tot = -23103.3718 eV
Charge = 0

Last columns: bonded neighbours and bond lengths (Å).
Element x y z (Å)
1 O -0.140 -0.805 0.409  C2 1.361, H5 0.948
2 C 0.559 0.260 -0.071  O1 1.361, C3 1.325, H6 1.086
3 C 1.853 0.451 -0.282  C2 1.325, S4 1.599
4 S 3.399 0.862 -0.263  C3 1.599
5 H 0.234 -1.539 -0.061  O1 0.948
6 H 0.095 1.019 -0.695  C2 1.086
7 I -3.639 -0.153 0.045  H8 1.549
8 H -2.361 -0.094 0.918  I7 1.549